i | The following is a DFT calculation (the ωB97M-V functional and the def2-TZVPD basis) of an isolated ion of composition C4H6N3O2 and charge +1.

- M (g/mol) = 128.11
- HOMO-LUMO gap (alpha / beta) (eV) = 7.52 / 7.53
- SMILES string = C/C(=C/N=C=O)N[NH+]=O
- lowest unoccupied orbital energy (alpha / beta) (Ha) = -0.2273 / -0.2270
- charge = +1
- 2S+1 = 1
- HOMO (alpha / beta) (Ha) = -0.5038 / -0.5037

The geometry in XYZ format:
```
15
Properties=species:S:1:pos:R:3:mulliken_charge:R:1
C -0.91 0.57 -0.43 -1.277
C 0.52 0.30 0.09 0.023
C 1.27 -0.87 -0.05 0.156
N 2.27 -1.04 0.87 -0.530
C 3.18 -1.83 1.14 0.638
O 4.10 -2.40 1.60 -0.297
N 1.01 1.34 0.98 -0.042
N 1.61 1.27 2.14 0.503
O 2.02 2.25 2.73 -0.434
H -1.58 1.07 0.22 0.439
H -0.93 0.87 -1.43 0.351
H -1.58 -0.38 -0.48 0.335
H 1.15 -1.55 -0.88 0.482
H 0.58 2.23 0.81 0.324
H 1.74 0.29 2.18 0.329
```

---

ii | The following is a DFT calculation (the ωB97M-V functional and the def2-TZVPD basis) of an isolated ion of composition C4H6N3O2 and charge +1.

- M (g/mol) = 128.11
- HOMO-LUMO gap (alpha / beta) (eV) = 6.83 / 7.16
- lowest unoccupied orbital energy (alpha / beta) (Ha) = -0.3059 / -0.2960
- charge = +1
- 2S+1 = 1
- HOMO (alpha / beta) (Ha) = -0.5569 / -0.5592

The geometry in XYZ format:
```
15
Properties=species:S:1:pos:R:3:mulliken_charge:R:1
C 1.19 0.68 -0.58 0.699
C -1.00 0.09 -1.51 0.471
C -2.23 -0.89 0.27 -0.149
C 1.32 0.09 1.74 -0.785
N 0.32 0.54 -1.69 -0.169
N 0.80 0.48 0.61 -0.023
N -1.33 -0.15 -0.20 -0.138
O 2.39 0.91 -0.74 -0.460
O -1.78 0.08 -2.40 -0.432
H -2.21 -1.21 1.34 0.270
H -2.94 -1.34 -0.45 0.303
H 2.48 0.00 1.65 0.382
H 1.16 0.95 2.51 0.336
H 1.16 -0.93 2.18 0.365
H 0.68 0.70 -2.74 0.330
```

---

Winner for stability: i

---

i | The following is a DFT calculation (the ωB97M-V functional and the def2-TZVPD basis) of one molecule with the formula C2HN5O.

- M (g/mol) = 111.06
- HOMO-LUMO gap (eV) = 8.08
- SMILES string = O=c1nncnnn1
- lowest unoccupied orbital energy (Ha) = -0.0557
- charge = 0
- 2S+1 = 1
- HOMO (Ha) = -0.3525

The geometry in XYZ format:
```
9
Properties=species:S:1:pos:R:3:mulliken_charge:R:1
O -2.16 -0.37 -0.24 -0.357
C -1.05 -0.19 -0.48 0.548
N -0.49 1.19 -0.32 -0.090
N 0.45 1.60 0.33 -0.222
C 1.13 0.66 1.14 0.185
N 1.17 -0.59 0.91 -0.162
N 1.10 -1.14 -0.42 -0.088
N 0.02 -1.14 -1.13 -0.114
H 1.06 0.82 2.32 0.300
```

---

ii | The following is a DFT calculation (the ωB97M-V functional and the def2-TZVPD basis) of one molecule with the formula C2HN5O.

- M (g/mol) = 111.06
- HOMO-LUMO gap (eV) = 8.38
- SMILES string = O=c1nncnnn1
- lowest unoccupied orbital energy (Ha) = -0.0753
- charge = 0
- 2S+1 = 1
- HOMO (Ha) = -0.3832

The geometry in XYZ format:
```
9
Properties=species:S:1:pos:R:3:mulliken_charge:R:1
O 1.20 1.76 -0.52 -0.447
C 0.66 0.74 -0.88 0.764
N -0.57 0.36 -1.40 -0.174
N -1.37 -0.17 -0.55 -0.201
C -1.02 -0.31 0.77 0.079
N 0.20 -0.65 1.19 -0.142
N 1.16 -1.11 0.44 -0.051
N 1.36 -0.50 -0.66 -0.239
H -1.62 -0.12 1.61 0.411
```

---

Winner for stability: ii

---

i | The following is a DFT calculation (the ωB97M-V functional and the def2-TZVPD basis) of a 2-piece molecular cluster, C2H10NO overall.

- M (g/mol) = 64.11
- HOMO-LUMO gap (eV) = 10.93
- lowest unoccupied orbital energy (Ha) = -0.1350
- charge = +1
- 2S+1 = 1
- HOMO (Ha) = -0.5367

The geometry in XYZ format:
```
14
Properties=species:S:1:pos:R:3:mulliken_charge:R:1
C 1.88 -0.22 0.65 -0.683
N 1.16 -0.36 -0.66 -0.218
H 1.39 -1.19 -1.21 0.407
H 0.14 -0.48 -0.60 0.131
H 1.35 0.41 -1.30 0.385
H 2.53 0.65 0.61 0.325
H 2.57 -1.06 0.74 0.340
H 1.12 -0.14 1.42 0.279
C -1.89 0.41 0.39 -0.605
O -1.92 0.38 -1.03 -0.544
H -2.81 0.56 -1.33 0.329
H -1.23 1.16 0.82 0.273
H -2.89 0.40 0.82 0.358
H -1.40 -0.53 0.68 0.222
```

---

ii | The following is a DFT calculation (the ωB97M-V functional and the def2-TZVPD basis) of a 2-piece molecular cluster, C2H10NO overall.

- M (g/mol) = 64.11
- HOMO-LUMO gap (eV) = 11.67
- lowest unoccupied orbital energy (Ha) = -0.1381
- charge = +1
- 2S+1 = 1
- HOMO (Ha) = -0.5670

The geometry in XYZ format:
```
14
Properties=species:S:1:pos:R:3:mulliken_charge:R:1
N 1.84 0.65 0.43 -0.480
H 1.64 1.31 1.18 0.358
H 1.27 -0.22 0.64 0.398
H 1.48 0.82 -0.52 0.370
H 2.85 0.57 0.33 0.370
C -1.26 -0.16 0.29 -0.357
O -0.27 -0.87 1.13 -0.604
C -0.93 -0.15 -1.21 -0.844
H -2.19 -0.71 0.33 0.410
H -1.32 0.85 0.68 0.274
H -0.84 -1.57 1.42 0.333
H -1.37 -0.98 -1.76 0.307
H -1.04 0.82 -1.69 0.334
H 0.15 -0.36 -1.26 0.132
```

---

Winner for stability: ii

---

i | The following is a DFT calculation (the ωB97M-V functional and the def2-TZVPD basis) of a 10-piece molecular cluster, H19O10 overall.

- M (g/mol) = 179.14
- HOMO-LUMO gap (eV) = 9.51
- lowest unoccupied orbital energy (Ha) = 0.1090
- charge = -1
- 2S+1 = 1
- HOMO (Ha) = -0.2406

The geometry in XYZ format:
```
29
Properties=species:S:1:pos:R:3:mulliken_charge:R:1
O -9.24 0.55 10.14 -0.818
H -9.35 -0.20 9.47 -0.044
O -7.84 2.29 11.50 -0.785
H -8.33 1.76 10.83 0.230
H -6.92 1.96 11.62 0.306
O -8.02 -2.06 10.13 -0.660
H -8.36 -2.73 10.72 0.310
H -8.25 -1.23 10.55 0.360
O -6.55 -0.47 8.16 -0.582
H -7.43 -0.31 8.48 0.191
H -6.78 -0.71 7.25 0.304
O -11.42 -0.46 11.61 -0.685
H -10.64 -0.20 11.10 0.347
H -11.53 0.40 12.09 0.355
O -8.82 -0.22 13.03 -0.629
H -8.83 0.37 12.31 0.323
H -9.24 0.19 13.80 0.256
O -9.31 -1.39 7.87 -0.613
H -8.94 -1.95 8.57 0.401
H -8.60 -1.48 7.30 0.227
O -11.37 0.44 8.16 -0.680
H -10.66 -0.19 7.92 0.353
H -11.01 1.03 8.80 0.338
O -11.11 2.33 10.24 -0.774
H -10.33 1.71 10.22 0.482
H -10.75 3.20 10.37 0.322
O -8.24 1.82 8.17 -0.668
H -8.75 1.28 8.87 0.487
H -8.54 1.47 7.34 0.346
```

---

ii | The following is a DFT calculation (the ωB97M-V functional and the def2-TZVPD basis) of a 10-piece molecular cluster, H19O10 overall.

- M (g/mol) = 179.14
- HOMO-LUMO gap (eV) = 9.38
- lowest unoccupied orbital energy (Ha) = 0.1086
- charge = -1
- 2S+1 = 1
- HOMO (Ha) = -0.2362

The geometry in XYZ format:
```
29
Properties=species:S:1:pos:R:3:mulliken_charge:R:1
O 1.02 -1.16 1.10 -0.672
H -0.33 -1.88 -1.26 0.521
H 1.59 -3.12 2.68 0.303
O -2.01 -0.91 -2.96 -0.705
H -1.43 -1.47 -2.37 0.396
H 0.79 -0.95 0.02 0.356
O 2.67 1.23 1.71 -0.658
H -2.87 -1.31 -2.84 0.245
H 3.30 0.52 1.63 0.308
O 1.09 1.36 -2.51 -0.720
H -0.41 0.58 2.43 0.280
H 0.81 -0.30 1.50 0.099
O -1.11 0.39 1.81 -0.655
H 1.42 -1.21 -1.40 0.257
H 0.81 0.46 -2.89 0.327
O -2.72 2.70 0.38 -0.620
H -2.09 3.19 -0.17 0.283
H -2.33 2.07 0.99 0.356
O -0.22 2.12 -0.45 -0.511
H 0.01 2.44 -1.33 0.293
H -1.34 -1.93 -0.33 0.326
O -1.23 -2.55 -1.06 -0.922
H 1.95 -1.76 2.59 0.316
H -0.73 0.06 0.99 0.336
O 1.68 -2.35 3.29 -0.630
H 1.90 1.17 1.14 0.374
O 0.53 -0.86 -1.30 -0.902
H 1.71 0.86 -1.95 0.311
H -0.35 2.88 0.12 0.307
```

---

Winner for stability: i

---

i | The following is a DFT calculation (the ωB97M-V functional and the def2-TZVPD basis) of CsH2O as an isolated structure.

- M (g/mol) = 150.92
- HOMO-LUMO gap (eV) = 10.55
- lowest unoccupied orbital energy (Ha) = -0.1545
- charge = +1
- 2S+1 = 1
- HOMO (Ha) = -0.5421

The geometry in XYZ format:
```
4
Properties=species:S:1:pos:R:3:mulliken_charge:R:1
Cs 0.57 2.91 1.90 0.997
O -0.12 -0.69 -0.90 -0.618
H -0.45 -0.59 0.00 0.288
H 0.00 -1.64 -1.00 0.332
```

---

ii | The following is a DFT calculation (the ωB97M-V functional and the def2-TZVPD basis) of CsH2O as an isolated structure.

- M (g/mol) = 150.92
- HOMO-LUMO gap (eV) = 12.14
- lowest unoccupied orbital energy (Ha) = -0.1480
- charge = +1
- 2S+1 = 1
- HOMO (Ha) = -0.5942

The geometry in XYZ format:
```
4
Properties=species:S:1:pos:R:3:mulliken_charge:R:1
Cs -1.21 -1.84 1.17 1.009
O 0.50 0.46 -0.05 -0.612
H 0.99 1.10 -0.56 0.293
H -0.28 0.28 -0.56 0.309
```

---

Winner for stability: ii

---

i | The following is a DFT calculation (the ωB97M-V functional and the def2-TZVPD basis) of one molecule with the formula C2H4BrN.

- M (g/mol) = 121.96
- HOMO-LUMO gap (eV) = 9.81
- SMILES string = C/C=N/Br
- lowest unoccupied orbital energy (Ha) = 0.0031
- charge = 0
- 2S+1 = 1
- HOMO (Ha) = -0.3575

The geometry in XYZ format:
```
8
Properties=species:S:1:pos:R:3:mulliken_charge:R:1
C -1.01 0.18 -0.14 -0.900
C 0.37 -0.19 0.21 0.353
N 1.30 0.17 -0.52 -0.478
Br 3.19 -0.14 -0.11 -0.093
H -1.14 0.13 -1.13 0.325
H -1.31 1.23 0.09 0.261
H -1.74 -0.37 0.51 0.276
H 0.35 -0.99 1.09 0.256
```

---

ii | The following is a DFT calculation (the ωB97M-V functional and the def2-TZVPD basis) of a 2-piece molecular cluster, C2H4BrN overall.

- M (g/mol) = 121.96
- HOMO-LUMO gap (eV) = 11.73
- SMILES string = N#CBr.C
- lowest unoccupied orbital energy (Ha) = 0.0065
- charge = 0
- 2S+1 = 1
- HOMO (Ha) = -0.4247

The geometry in XYZ format:
```
8
Properties=species:S:1:pos:R:3:mulliken_charge:R:1
N 1.73 1.90 0.53 -0.320
C 2.25 0.90 0.56 0.247
Br 3.01 -0.71 0.86 0.074
C -1.39 -0.42 -0.38 -0.917
H -2.48 -0.33 -0.25 0.267
H -0.89 -1.43 -0.25 0.201
H -1.02 0.27 0.37 0.217
H -1.21 -0.18 -1.44 0.230
```

---

Winner for stability: ii

---

i | The following is a DFT calculation (the ωB97M-V functional and the def2-TZVPD basis) of C39H49F4InN6O2 as an isolated structure.

- M (g/mol) = 824.67
- HOMO-LUMO gap (alpha / beta) (eV) = 5.56 / 5.54
- lowest unoccupied orbital energy (alpha / beta) (Ha) = -0.0182 / -0.0189
- charge = 0
- 2S+1 = 1
- HOMO (alpha / beta) (Ha) = -0.2226 / -0.2226

The geometry in XYZ format:
```
101
Properties=species:S:1:pos:R:3:mulliken_charge:R:1
In 1.45 0.04 0.71 0.668
C -0.71 3.97 6.48 -1.668
C -0.95 3.09 5.29 0.308
C -1.71 3.49 4.23 -0.724
C -1.87 2.68 3.07 0.109
C -2.64 3.16 2.01 -0.176
N -2.82 2.51 0.89 0.385
C -3.42 3.07 -0.31 -0.673
C -4.50 2.16 -0.90 -0.290
C -4.51 2.19 -2.44 -1.262
N -3.27 1.76 -3.08 -0.161
C -2.45 0.75 -2.60 -1.284
C -2.85 -0.46 -2.03 0.590
C -4.19 -0.96 -2.07 -0.492
C -4.55 -2.13 -1.45 0.448
C -5.95 -2.66 -1.55 -1.841
C -3.59 -2.81 -0.70 -0.905
C -2.25 -2.42 -0.69 1.700
C -1.41 -3.13 0.29 -1.076
N -0.28 -2.78 0.73 0.491
C 0.24 -3.62 1.81 -1.163
C 1.58 -3.14 2.37 0.058
C 1.45 -2.22 3.59 -1.132
N 0.78 -0.96 3.28 0.321
C 0.23 -0.33 4.22 -0.887
C -0.44 0.98 4.13 0.680
C -0.37 1.80 5.22 -0.441
C -1.19 1.40 2.96 0.562
O -1.29 0.71 1.91 -0.814
C -1.86 -1.31 -1.45 -0.082
O -0.57 -0.92 -1.62 0.517
H -1.51 4.71 6.58 0.375
H 0.23 4.51 6.38 0.305
H -0.66 3.39 7.40 0.383
H -2.21 4.45 4.26 0.381
H -3.10 4.14 2.09 0.422
H -2.34 1.60 0.85 -0.079
H -2.62 3.22 -1.05 0.184
H -3.83 4.05 -0.06 0.516
H -5.48 2.46 -0.54 0.536
H -4.32 1.14 -0.57 0.214
H -4.72 3.20 -2.79 0.486
H -5.34 1.57 -2.78 0.300
H -2.74 2.52 -3.46 0.373
H -1.39 0.94 -2.68 0.724
H -4.93 -0.41 -2.63 0.433
H -6.62 -1.94 -2.02 0.378
H -6.34 -2.91 -0.57 0.387
H -5.97 -3.57 -2.16 0.322
H -3.90 -3.65 -0.09 0.390
H -1.91 -4.01 0.71 0.345
H 0.36 -4.64 1.43 0.523
H -0.49 -3.66 2.62 0.417
H 2.13 -2.62 1.59 -0.437
H 2.17 -4.01 2.68 0.528
H 2.46 -1.96 3.92 0.369
H 0.95 -2.75 4.41 0.453
H 0.26 -0.73 5.25 0.324
H 0.19 1.45 6.09 0.446
C 1.28 3.52 -0.20 -1.187
N 2.47 2.91 0.36 0.779
C 2.85 3.60 1.58 -1.126
C 3.55 2.84 -0.62 -0.971
C 3.45 1.62 -1.54 -0.692
N 3.62 0.39 -0.80 0.010
C 4.69 -0.38 -0.92 -0.099
C 4.82 -1.48 -0.02 -0.091
F 3.88 -1.59 0.97 -0.141
C 5.81 -2.42 -0.07 0.102
F 5.81 -3.42 0.84 -0.334
C 6.81 -2.38 -1.02 -0.668
C 6.75 -1.31 -1.90 0.108
F 7.71 -1.21 -2.85 -0.340
C 5.77 -0.35 -1.86 0.677
F 5.84 0.64 -2.79 -0.366
H 1.44 4.58 -0.47 0.384
H 0.49 3.46 0.54 0.253
H 0.97 2.97 -1.10 0.254
H 3.04 4.68 1.41 0.342
H 3.75 3.15 1.99 0.329
H 2.04 3.50 2.31 0.241
H 4.50 2.76 -0.08 0.379
H 3.58 3.76 -1.23 0.342
H 4.18 1.77 -2.34 0.539
H 2.45 1.60 -2.00 0.012
H 7.59 -3.13 -1.08 0.498
C -0.79 -3.63 -3.45 -1.824
C 0.33 -2.59 -3.35 2.452
C 0.17 -1.61 -4.54 -1.522
C 1.68 -3.31 -3.46 -1.854
C 0.40 -1.75 -2.10 -1.598
H -0.66 -4.21 -4.37 0.541
H -1.78 -3.16 -3.50 0.294
H -0.77 -4.31 -2.60 0.311
H 0.18 -2.16 -5.49 0.452
H 0.99 -0.88 -4.55 0.279
H -0.78 -1.07 -4.47 0.245
H 1.72 -3.89 -4.38 0.454
H 1.82 -3.98 -2.61 0.387
H 2.50 -2.59 -3.48 0.386
H 1.39 -1.39 -1.83 -0.001
```

---

ii | The following is a DFT calculation (the ωB97M-V functional and the def2-TZVPD basis) of C39H49F4InN6O2 as an isolated structure.

- M (g/mol) = 824.67
- HOMO-LUMO gap (eV) = 4.52
- lowest unoccupied orbital energy (Ha) = -0.0371
- charge = 0
- 2S+1 = 1
- HOMO (Ha) = -0.2033

The geometry in XYZ format:
```
101
Properties=species:S:1:pos:R:3:mulliken_charge:R:1
In -0.05 0.50 0.23 1.435
C -6.19 -4.13 0.59 -1.751
C -5.13 -3.08 0.47 0.277
C -5.08 -2.22 -0.59 -0.138
C -4.17 -1.13 -0.64 0.550
C -4.04 -0.17 -1.62 -0.512
N -4.61 0.00 -2.83 0.015
C -5.43 -0.92 -3.58 -1.274
C -4.65 -2.18 -4.01 0.042
C -3.63 -1.88 -5.12 -1.228
N -2.63 -0.93 -4.71 -0.067
C -1.60 -1.10 -3.86 -0.079
C -0.91 -2.21 -3.42 0.352
C -0.97 -3.52 -3.95 -0.387
C -0.15 -4.52 -3.51 0.314
C -0.14 -5.88 -4.15 -1.781
C 0.68 -4.28 -2.40 -0.401
C 0.76 -3.05 -1.79 0.697
C 1.55 -2.93 -0.57 -0.919
N 1.32 -2.10 0.35 0.294
C 2.10 -2.15 1.56 0.343
C 1.20 -2.62 2.71 -1.714
C 0.09 -1.67 3.18 -0.952
N -0.95 -1.51 2.22 0.462
C -2.06 -2.10 2.39 -1.021
C -3.16 -2.03 1.45 0.785
C -4.12 -3.01 1.46 -0.717
C -3.26 -0.93 0.50 -0.326
O -2.65 0.13 0.65 -0.585
C 0.08 -1.91 -2.36 -0.513
O 0.31 -0.74 -2.03 -0.105
H -6.90 -4.07 -0.23 0.350
H -6.74 -3.99 1.52 0.345
H -5.76 -5.13 0.61 0.374
H -5.78 -2.37 -1.40 0.030
H -3.34 0.62 -1.36 0.812
H -4.34 0.85 -3.30 0.436
H -5.80 -0.40 -4.47 0.515
H -6.29 -1.21 -2.98 0.371
H -5.37 -2.92 -4.38 0.520
H -4.13 -2.60 -3.15 0.267
H -4.15 -1.46 -5.99 0.508
H -3.16 -2.81 -5.44 0.174
H -2.87 0.03 -4.89 0.408
H -1.21 -0.16 -3.45 0.384
H -1.64 -3.73 -4.77 0.092
H -0.82 -5.92 -5.00 0.346
H -0.42 -6.64 -3.43 0.374
H 0.86 -6.12 -4.52 0.351
H 1.26 -5.10 -2.00 0.493
H 2.35 -3.69 -0.45 0.225
H 3.15 -0.52 0.73 0.505
H 2.90 -2.91 1.46 0.822
H 1.82 -2.85 3.57 0.535
H 0.73 -3.56 2.40 0.475
H 0.51 -0.68 3.37 0.068
H -0.31 -2.07 4.14 0.366
H -2.23 -2.74 3.27 0.288
H -4.10 -3.78 2.22 0.490
C 0.43 3.95 1.87 -1.134
N -0.60 2.96 1.65 0.879
C -1.22 2.53 2.88 -0.988
C -1.61 3.39 0.70 -0.846
C -1.05 3.73 -0.70 -0.949
N 0.05 2.87 -1.02 -0.149
C 0.43 2.60 -2.25 0.627
C 1.66 1.88 -2.38 -0.164
F 2.28 1.51 -1.22 -0.331
C 2.21 1.53 -3.58 0.251
F 3.37 0.83 -3.62 -0.388
C 1.61 1.87 -4.79 -0.787
C 0.41 2.55 -4.71 0.428
F -0.24 2.86 -5.87 -0.397
C -0.16 2.91 -3.51 0.242
F -1.39 3.52 -3.56 -0.440
H 0.03 4.92 2.20 0.247
H 0.98 4.09 0.94 0.274
H 1.13 3.59 2.63 0.314
H -1.77 3.35 3.39 0.291
H -0.45 2.16 3.57 0.186
H -1.91 1.72 2.66 0.232
H -2.16 4.28 1.08 0.513
H -2.31 2.56 0.60 0.153
H -0.68 4.77 -0.70 0.302
H -1.89 3.68 -1.39 0.395
H 2.05 1.61 -5.73 0.489
C 4.89 -1.62 2.75 -1.890
C 3.84 -0.51 2.76 2.205
C 4.51 0.82 2.36 -1.766
C 3.27 -0.33 4.16 -1.752
C 2.73 -0.76 1.71 -0.567
H 5.74 -1.34 3.38 0.450
H 5.26 -1.80 1.74 0.363
H 4.49 -2.56 3.14 0.326
H 5.22 1.13 3.13 0.480
H 3.76 1.60 2.24 0.207
H 5.04 0.71 1.42 0.452
H 4.07 -0.08 4.86 0.529
H 2.79 -1.24 4.53 0.275
H 2.55 0.48 4.18 0.218
H 1.94 -0.04 1.89 -0.800
```

---

Winner for stability: ii